Entry 1:
Molecular formula: C20H19N4O5OsS
Method: DFT, wB97M-V/def2-TZVPD

As for the net charge: +1. The value obtained for the LUMO energy (alpha / beta) is -5.367 / -5.445 eV.

Last column: Mulliken charge in e.
CARTESIAN COORDINATES (ANGSTROEM)
H (2.207, -1.614, 3.496)  0.4717
C (0.440, 1.132, 2.532)  -0.0262
C (0.581, 1.883, 3.685)  -0.9976
C (1.257, 1.381, 4.795)  0.8383
C (-1.770, -1.191, 0.045)  0.2441
H (-2.788, -1.496, -5.065)  0.4015
C (3.196, 0.883, -0.797)  0.7664
H (0.390, 2.728, 6.225)  0.3771
C (-2.103, -1.281, -1.322)  0.1873
C (1.748, -0.635, 3.557)  -0.6951
H (-4.508, -2.320, -3.473)  0.4589
H (-0.625, -0.661, -4.186)  0.6697
H (-1.007, 2.082, -2.497)  0.3235
C (-3.571, -1.907, -3.119)  -0.4883
H (0.771, 2.868, -4.180)  0.4283
H (-2.317, -1.729, 2.026)  0.5131
C (0.569, 1.871, -3.791)  -0.5935
N (-0.015, 1.876, -2.430)  -0.4952
C (1.008, -0.135, 2.489)  0.5850
S (0.638, -1.259, 1.212)  1.3051
C (1.312, 2.167, 6.075)  -1.4630
C (1.873, 0.134, 4.697)  -0.8092
O (1.954, 1.102, -0.353)  -0.7078
H (4.009, 0.253, -2.724)  0.4095
N (-1.158, -0.834, -2.218)  -0.1493
H (3.259, -1.036, -1.726)  0.3004
H (-0.105, 1.520, 1.685)  0.4070
H (0.436, 2.589, -1.859)  0.3673
C (-3.801, -2.359, 0.573)  -0.9464
O (4.213, 1.288, -0.330)  -0.5802
C (-4.166, -2.404, -0.741)  -0.8440
O (1.701, -1.377, 0.192)  -0.6586
O (2.761, 1.284, -4.532)  -0.5742
C (-1.414, -0.953, -3.506)  0.0712
H (0.138, 2.871, 3.736)  0.3981
Os (0.512, 0.088, -1.299)  0.7286
C (-2.627, -1.456, -3.997)  -1.1125
O (0.134, -2.459, 1.795)  -0.6126
N (1.875, 0.262, -2.660)  0.0758
C (3.174, -0.013, -2.087)  -0.6785
N (-0.530, -0.524, 0.268)  -0.1383
H (-0.126, 1.388, -4.476)  0.2812
H (-5.095, -2.867, -1.046)  0.4315
C (1.863, 1.121, -3.757)  0.5990
H (1.471, 1.515, 6.931)  0.3928
H (2.133, 2.887, 6.046)  0.3061
H (2.442, -0.247, 5.535)  0.3984
H (-4.441, -2.799, 1.325)  0.4038
C (-2.590, -1.752, 0.980)  -0.2847
C (-3.309, -1.864, -1.732)  0.7145

Entry 2:
Molecular formula: C20H19NO2
Method: DFT, wB97M-V/def2-TZVPD

As for the energy above the lowest of the compared OMol25 structures with the same formula, charge and spin: 197.6 kJ/mol. Its SMILES is COc1ccc([C@H](Oc2ccncc2)c2ccc(C)cc2)cc1. The value obtained for the LUMO energy is 0.644 eV.

Last column: Mulliken charge in e.
CARTESIAN COORDINATES (ANGSTROEM)
H (-0.674, -1.013, -2.948)  0.4495
N (3.919, -4.221, 0.419)  -0.6201
C (-6.077, 0.928, -2.157)  -0.7929
C (-2.688, -0.275, -2.967)  -0.7868
C (0.843, 0.747, 0.348)  -0.0605
C (3.170, -3.780, 1.454)  -0.3371
H (2.263, -2.549, -2.071)  0.3536
H (-2.119, 0.569, 0.768)  0.7616
C (-2.209, 0.360, -0.311)  -0.4643
O (0.634, -1.638, -0.102)  -0.3334
C (-3.723, 0.283, -2.209)  0.7537
H (-6.892, 0.739, -2.863)  0.2492
H (0.910, 0.112, -1.778)  0.4311
C (0.158, 1.887, 0.796)  -0.4083
C (0.655, 2.710, 1.793)  -1.1005
H (-6.250, 0.375, -1.215)  0.3411
C (-1.148, -0.180, -1.077)  -0.2092
C (-1.453, -0.525, -2.382)  -0.3758
C (2.616, 1.326, 1.903)  -1.1970
H (-0.815, 2.118, 0.354)  0.6880
C (1.891, 2.414, 2.369)  1.1710
H (3.610, 1.106, 2.295)  0.3644
H (-2.848, -0.494, -4.026)  0.3751
H (4.174, -4.211, -1.633)  0.3297
H (1.747, 3.867, 3.952)  0.3662
C (0.354, -0.144, -0.769)  0.3706
C (2.104, 0.525, 0.893)  -0.4303
H (3.203, 4.009, 2.990)  0.2669
C (2.491, 3.286, 3.408)  -1.4266
C (2.521, -2.871, -1.063)  -0.2173
C (3.578, -3.769, -0.812)  -0.3608
C (1.770, -2.384, 0.024)  0.1098
C (-3.457, 0.674, -0.878)  -0.5092
H (3.070, 2.707, 4.138)  0.3639
H (0.106, 3.598, 2.084)  0.3762
H (2.714, -0.309, 0.564)  0.5696
H (-5.998, 2.008, -1.943)  0.3171
C (2.078, -2.917, 1.299)  -0.0388
O (-4.904, 0.457, -2.878)  -0.4223
H (1.467, -2.586, 2.132)  0.3976
H (3.432, -4.182, 2.449)  0.3325
H (-4.223, 1.246, -0.349)  0.3529

Entry 3:
Molecular formula: C20H19NO4
Method: DFT, wB97M-V/def2-TZVPD

As for the energy above the lowest of the compared OMol25 structures with the same formula, charge and spin: 463.2 kJ/mol. Its SMILES is O=C1OCCN1C(c1ccc2c(c1)CCO2)c1ccc2c(c1)CCO2. The value obtained for the LUMO energy is 0.481 eV.

Last column: Mulliken charge in e.
CARTESIAN COORDINATES (ANGSTROEM)
C (2.255, 3.113, 1.846)  -0.3771
C (-1.928, -1.801, 2.763)  0.4709
C (0.531, 0.177, -1.091)  0.1424
C (0.605, -1.107, -1.760)  -0.6120
H (2.178, 2.408, -0.241)  0.3524
C (1.188, -0.141, -3.850)  0.1817
C (-1.028, -0.932, 2.247)  -0.4619
H (-3.091, -3.226, -0.162)  0.3581
H (1.832, 4.175, 1.976)  0.2540
C (1.535, 2.368, 0.659)  -0.8239
H (-4.145, -3.062, 4.501)  0.2689
C (-3.165, -3.295, 4.069)  -0.3753
C (-2.493, -2.587, 0.526)  -1.2589
H (0.188, -1.993, -1.271)  0.8890
C (-2.646, -2.690, 1.906)  0.1344
O (1.639, -0.107, -5.133)  -0.5234
C (-0.001, 0.415, 0.358)  0.2483
C (0.790, 1.280, -1.881)  -0.1596
N (1.011, 1.141, 1.126)  0.2884
H (-2.669, -1.234, 4.681)  0.2483
H (1.232, 1.578, -6.303)  0.2443
C (-2.213, -2.108, 4.192)  -0.6405
H (-1.272, -2.359, 4.703)  0.2600
H (0.639, 2.909, 0.330)  0.4007
H (3.377, 3.067, 1.697)  0.2861
C (-1.603, -1.646, 0.045)  -0.9067
C (1.902, 1.316, -5.472)  -0.3629
C (1.123, 1.130, -3.219)  0.6240
O (-3.374, -3.598, 2.592)  -0.5558
C (1.115, 1.321, 2.471)  0.4328
H (2.939, 1.389, -5.824)  0.2743
C (-0.764, -0.845, 0.912)  0.0448
H (-1.589, -1.456, -1.034)  0.6886
H (-0.534, -0.220, 2.911)  0.9089
O (1.917, 2.299, 2.957)  -0.3568
H (-2.748, -4.192, 4.543)  0.2826
H (0.545, 2.303, -1.568)  0.4490
O (0.516, 0.780, 3.411)  -0.6883
H (2.565, 2.574, -3.850)  0.2386
C (0.865, -1.270, -3.109)  -1.2299
H (-0.619, 1.324, 0.546)  0.5128
C (1.633, 2.129, -4.206)  -0.8343
H (0.925, 2.938, -4.391)  0.3262
H (0.839, -2.268, -3.603)  0.3572

Entry 4:
Molecular formula: C20H19OPRe
Method: DFT, wB97M-V/def2-TZVPD

As for the energy above the lowest of the compared OMol25 structures with the same formula, charge and spin: 0.0 kJ/mol. As for the net charge: +2. The value obtained for the LUMO energy (alpha / beta) is -8.144 / -9.503 eV. Its expectation value of S² is 3.791. Its spin multiplicity is 4.

Last column: Mulliken spin population.
CARTESIAN COORDINATES (ANGSTROEM)
C (1.708, -3.509, -1.635)  -0.0391
Re (0.255, -0.495, -1.929)  1.6497
H (-1.194, 0.295, 1.919)  -0.0007
C (1.187, 0.291, 4.325)  -0.0011
H (0.989, 3.551, 0.863)  -0.0050
H (-0.230, -4.934, 0.847)  0.0010
H (-0.525, -1.483, -4.560)  0.0044
C (-0.196, -0.463, -4.359)  -0.1475
H (-3.151, 4.681, 0.339)  0.0014
H (1.292, 0.216, 5.415)  -0.0003
C (-2.347, 3.970, 0.168)  0.0334
C (2.228, 0.430, 2.151)  -0.0018
C (-1.714, 0.497, -1.281)  0.0064
H (-0.877, 5.191, 1.206)  0.0000
C (1.125, -4.457, -0.781)  0.1232
C (-2.591, 2.812, -0.562)  -0.0138
H (1.459, -5.488, -0.848)  0.0048
H (3.107, 0.452, 1.504)  0.0047
C (-1.554, 1.894, -0.745)  -0.0249
H (-1.143, -2.601, 1.040)  0.0108
H (-0.968, 0.176, 4.372)  0.0008
H (3.331, 0.339, 3.988)  0.0004
C (0.094, -1.891, -0.625)  0.0978
C (0.134, -4.146, 0.174)  0.0008
C (-0.079, 0.277, 3.742)  0.0086
H (2.454, -3.759, -2.391)  0.0090
C (-1.063, 4.269, 0.665)  -0.0036
H (1.821, -1.303, -2.074)  0.0302
P (0.806, 0.748, -0.202)  0.5637
O (-2.660, -0.229, -0.971)  0.0743
H (0.874, -0.296, -4.521)  -0.0002
H (-0.782, 0.238, -4.985)  0.0011
H (-3.583, 2.591, -0.955)  0.0014
C (2.344, 0.368, 3.538)  0.0076
C (1.226, -2.191, -1.558)  0.1901
C (-0.198, 0.341, 2.355)  0.0025
C (0.958, 0.480, 1.568)  0.0351
H (-0.613, -0.076, -3.386)  0.0680
C (-0.368, -2.832, 0.297)  0.1052
C (-0.022, 3.375, 0.475)  0.0119
C (-0.276, 2.210, -0.249)  0.0563
H (-1.260, 0.461, -2.332)  0.1333

Entry 5:
Molecular formula: C20H19OPZn
Method: DFT, wB97M-V/def2-TZVPD

The value obtained for the LUMO energy (alpha / beta) is -0.074 / -0.778 eV.

Last column: Mulliken charge in e.
CARTESIAN COORDINATES (ANGSTROEM)
C (0.632, -0.358, -1.360)  -0.2526
H (-2.871, 2.144, -3.645)  0.4256
C (-2.531, 0.297, -0.747)  -0.4592
H (-1.233, 3.556, -2.422)  0.4297
C (0.493, -1.818, 2.132)  -0.5700
H (1.519, -3.574, 2.814)  0.3830
H (-3.058, -0.504, -0.210)  0.5648
H (-3.789, 0.064, -2.500)  0.6286
C (-1.573, 2.625, -1.997)  -0.7094
C (0.079, 2.506, 3.136)  -0.5938
H (-0.852, 2.316, 3.673)  0.3432
C (1.401, -2.870, 1.992)  -0.6555
C (0.279, -0.902, 1.098)  0.4467
H (-0.067, -1.686, 3.059)  0.3957
H (2.441, -2.262, -1.204)  0.4203
H (2.805, -3.851, 0.668)  0.3869
C (-2.473, 1.820, -2.690)  -0.1848
C (-1.138, 2.301, -0.715)  -0.0864
H (-0.902, -5.158, -3.030)  -0.2627
H (0.770, 4.038, 4.480)  0.3694
C (-2.939, 0.628, -2.101)  -0.8467
H (-2.179, -3.591, -2.543)  0.1575
C (0.357, 1.764, 1.968)  0.5312
P (-0.868, 0.510, 1.484)  -0.3909
Zn (-1.243, -0.248, -2.103)  -0.2462
H (-0.273, -3.624, -1.817)  0.1104
C (0.980, -1.098, -0.124)  1.4823
H (2.898, 4.429, 3.230)  0.3598
C (2.090, -3.038, 0.782)  -0.5213
H (3.383, 3.105, 1.166)  0.4032
O (1.326, 0.444, -1.917)  -0.5223
C (0.991, 3.459, 3.582)  -0.5164
H (-0.482, 2.988, -0.187)  0.4418
C (1.903, -2.143, -0.262)  -0.8415
C (1.544, 1.986, 1.261)  0.2589
C (2.188, 3.675, 2.882)  -0.4724
C (-1.549, 1.116, -0.101)  0.0847
C (-0.996, -4.002, -2.806)  -0.4650
H (1.762, 1.422, 0.349)  0.2388
C (2.456, 2.940, 1.721)  -0.7169
H (-0.671, -3.225, -3.774)  0.1634
H (-0.610, -6.181, -3.219)  0.2882